one | The following is a quantum chemistry calculation of an isolated ion of composition C5H9N2O and charge +1, from OMol25.

Each line ends with the Löwdin charge.
Element x y z (Å)
N -1.588 -0.346 -0.856  0.20
C -1.287 -1.067 0.226  -0.49
N -2.300 -1.726 0.786  0.22
O -0.101 -1.352 0.578  0.10
C 1.046 -0.766 -0.104  -0.01
C 1.381 0.485 0.086  -0.19
C 1.059 1.835 0.519  -0.07
C 2.289 1.593 -0.280  -0.02
H -0.966 -0.393 -1.648  0.13
H -2.645 -0.366 -1.170  0.19
H -3.274 -1.753 0.405  0.17
H -1.894 -2.366 1.497  0.16
H 1.623 -1.511 -0.714  0.16
H 1.214 1.957 1.524  0.08
H 0.071 2.350 0.246  0.16
H 2.190 1.899 -1.277  0.11
H 3.182 1.527 0.183  0.09

Properties
Net charge: +1
SMILES: NC(=[NH2+])OC=C1CC1
E_HOMO (eV): -14.16

***

two | The following is a quantum chemistry calculation of C5H9N2O as an isolated structure, from OMol25.

Each line ends with the Löwdin charge.
Element x y z (Å)
C -1.263 1.475 0.026  -0.03
C 0.237 -1.297 0.916  -0.07
C -0.697 -1.335 -0.366  0.01
C 0.700 -0.048 0.319  -0.28
C 1.922 0.045 -0.467  -0.03
N -2.134 0.552 -0.250  0.08
N -0.014 1.238 0.453  0.11
O -2.018 -0.786 -0.356  0.00
H -1.622 2.458 -0.202  0.17
H -0.240 -1.446 1.837  0.11
H 1.110 -1.931 0.849  0.12
H -0.238 -1.739 -1.271  0.13
H 2.144 -0.928 -1.020  0.13
H 2.723 -0.023 0.241  0.09
H 1.934 0.920 -1.073  0.09
H -3.005 0.827 -0.588  0.16
H 0.460 2.019 0.953  0.19

Properties
Net charge: +1
E_HOMO (eV): -12.58

***

We find one to be the most stable, with the next structure 2.604 eV higher.

***

one | The following is a quantum chemistry calculation of a 2-piece molecular cluster, C3H5ClS overall, from OMol25.

Each line ends with the Löwdin charge.
Element x y z (Å)
Cl 1.163 -2.006 -0.172  0.69
C 1.228 -0.477 0.514  -0.77
C 1.748 0.303 1.428  -0.03
C 0.715 0.932 0.466  -0.15
H 2.556 0.455 2.048  0.07
H -0.348 1.270 0.918  0.12
H 1.050 1.515 -0.449  0.09
S -2.567 -0.783 -2.186  0.45
H -2.219 -1.344 -1.008  -0.23
H -3.325 0.135 -1.560  -0.22

Properties
SMILES: ClC1=CC1.S
E_HOMO (eV): -9.36

***

two | The following is a quantum chemistry calculation of a 2-piece molecular cluster, C3H5ClS overall, from OMol25.

Each line ends with the Löwdin charge.
Element x y z (Å)
C -0.492 -1.502 0.311  -0.38
C -0.413 -0.319 -0.471  -0.68
C 0.385 0.929 -0.397  -0.11
S -0.198 -1.789 -1.485  0.86
Cl -2.675 0.560 -1.193  -0.07
H 0.418 -1.608 0.755  0.05
H -1.325 -1.968 0.778  0.09
H 1.292 0.632 -0.797  0.06
H 0.488 1.486 0.533  0.10
H 0.095 1.681 -1.164  0.09

Properties
E_HOMO (spin up / spin down) (eV): -9.30 / -9.30

***

three | The following is a quantum chemistry calculation of one molecule with the formula C3H5ClS, from OMol25.

Each line ends with the Löwdin charge.
Element x y z (Å)
S 1.981 -0.464 -0.186  0.68
C 0.506 0.116 0.718  -0.67
C 0.218 1.336 -0.017  -0.36
C -0.497 0.134 -0.389  -0.85
Cl -2.132 -0.353 0.004  0.62
H 2.687 -0.061 1.277  0.04
H 0.111 -0.353 1.650  0.13
H -0.356 2.330 0.473  0.17
H 0.685 1.818 -0.884  0.09
H 0.067 0.165 -1.480  0.15

Properties
SMILES: S[C@H]1C[C@@H]1Cl
E_HOMO (eV): -9.00

***

four | The following is a quantum chemistry calculation of one molecule with the formula C3H5ClS, from OMol25.

Each line ends with the Löwdin charge.
Element x y z (Å)
C 0.585 -1.095 -0.490  -0.15
C 0.540 0.291 -0.054  -0.96
S 1.474 1.483 -0.522  0.76
C -0.717 0.736 0.811  -0.63
Cl -1.833 1.139 -0.477  0.57
H -0.150 -1.068 -1.268  0.07
H 1.517 -1.186 -1.022  0.06
H 0.425 -1.993 0.209  0.12
H -0.578 1.725 1.396  0.09
H -1.264 -0.033 1.417  0.08

Properties
SMILES: CC(=S)CCl
E_HOMO (eV): -8.82

***

We find four to be the most stable, with the next structure 1.602 eV higher.

***

one | The following is a quantum chemistry calculation of a 3-piece molecular cluster, C4H14NO overall, from OMol25.

Each line ends with the Löwdin charge.
Element x y z (Å)
C -0.104 -0.758 -0.583  0.06
C 1.107 0.109 -0.620  -0.36
C 2.185 -0.435 0.262  -0.34
C 2.430 0.380 1.523  -0.14
N -1.857 -1.231 -0.770  0.22
H 0.086 -0.407 1.285  0.30
H 0.148 -1.251 -1.512  0.09
H 1.222 1.302 -0.506  0.17
H 1.618 0.023 -1.662  0.13
H 3.253 -0.538 -0.304  0.18
H 1.935 -1.464 0.633  0.11
H 1.651 0.493 2.275  0.06
H 3.283 -0.028 2.078  0.09
H 2.731 1.401 1.262  0.08
H -1.963 -1.173 -1.720  0.09
H -2.223 -2.051 -0.292  0.15
H -2.187 -0.359 -0.468  0.08
H -4.747 1.830 -1.030  0.03
H -4.466 2.095 0.519  0.04
O -4.104 2.064 -0.370  -0.05

Properties
Net charge: +1
E_HOMO (eV): -13.98

***

two | The following is a quantum chemistry calculation of a 2-piece molecular cluster, C4H14NO overall, from OMol25.

Each line ends with the Löwdin charge.
Element x y z (Å)
C 1.176 0.166 0.546  -0.12
C 0.162 1.248 0.221  -0.20
C -1.201 1.041 0.870  -0.26
C -2.245 1.861 0.112  -0.10
N 0.643 -1.206 0.132  0.17
H 1.329 0.091 1.607  0.13
H 2.130 0.219 0.041  0.13
H 0.013 1.277 -0.862  0.12
H 0.618 2.175 0.555  0.13
H -1.144 1.297 1.929  0.12
H -1.548 0.007 0.776  0.09
H -2.536 1.290 -0.784  0.09
H -3.185 2.000 0.652  0.08
H -1.865 2.838 -0.141  0.08
H 1.014 -1.427 -0.803  0.12
H 1.054 -1.983 0.665  0.17
H -0.367 -1.292 0.175  0.14
H 1.758 -3.937 -1.708  0.08
H 2.280 -2.681 -2.412  0.07
O 1.915 -2.984 -1.572  -0.05

Properties
Net charge: +1
E_HOMO (eV): -15.42

***

We find two to be the most stable, with the next structure 8.745 eV higher.

***

one | The following is a quantum chemistry calculation of a 11-piece molecular cluster, C31H56N11O13 overall, from OMol25.

Each line ends with the Löwdin charge.
Element x y z (Å)
C -0.940 -0.375 0.125  0.01
C 0.334 -0.072 1.058  -0.32
C 1.127 -1.255 1.483  -0.12
C 2.080 -1.693 0.421  -0.15
C 2.961 -0.482 -0.048  -0.07
C 2.270 0.869 -0.445  -0.45
N 1.110 1.065 0.372  0.04
O 0.847 2.209 0.706  0.20
C 1.947 0.599 -1.939  -0.02
C 3.258 2.083 -0.420  0.00
C -0.280 0.552 2.446  0.00
H -0.369 -0.545 -0.902  0.09
H -1.602 0.490 -0.319  0.09
H -1.603 -1.288 0.414  0.11
H 0.536 -2.061 1.746  0.11
H 1.901 -1.179 2.233  0.14
H 1.653 -2.275 -0.344  0.09
H 2.659 -2.208 0.796  -0.03
H 3.729 -0.823 -0.715  0.12
H 3.708 -0.518 0.834  0.16
H 2.937 0.488 -2.647  0.17
H 1.352 1.542 -2.242  0.10
H 1.270 -0.208 -2.159  0.03
H 3.705 2.058 0.553  0.08
H 2.724 2.986 -0.681  0.07
H 4.186 1.742 -1.090  0.15
H -0.803 -0.046 3.294  0.12
H -0.981 1.314 2.082  0.05
H 0.422 1.020 3.067  0.05
N 7.294 5.533 0.330  -0.07
C 6.591 6.444 1.075  -0.08
C 5.206 6.616 0.371  -0.01
C 5.156 5.553 -0.757  -0.06
C 6.546 4.994 -0.671  -0.18
H 8.347 5.494 0.461  0.18
H 7.117 7.035 1.734  0.06
H 4.570 7.358 0.572  0.00
H 4.466 5.211 -1.432  0.00
H 6.963 3.940 -1.280  0.16
N -4.542 -1.732 -4.179  -0.05
C -4.336 -2.670 -3.217  -0.09
C -3.158 -2.215 -2.350  -0.04
C -2.920 -0.868 -2.869  -0.10
C -3.823 -0.599 -4.080  -0.10
H -5.078 -1.762 -5.043  0.16
H -4.751 -3.559 -2.963  0.06
H -2.599 -2.768 -1.480  0.10
H -2.228 -0.233 -2.516  0.00
H -4.038 0.223 -4.728  0.10
N 0.491 -6.490 -0.085  -0.05
C -0.662 -6.138 0.648  -0.06
C -1.004 -4.635 0.226  -0.05
C 0.055 -4.320 -0.745  -0.10
C 1.107 -5.457 -0.836  -0.03
H 0.961 -7.366 0.143  0.14
H -1.132 -6.724 1.360  0.05
H -1.743 -4.020 0.781  0.05
H -0.049 -3.355 -1.298  0.04
H 1.923 -5.578 -1.354  0.03
N -5.936 1.501 1.308  -0.04
C -4.605 1.734 0.958  -0.12
C -3.880 2.344 2.089  -0.04
C -5.013 2.613 3.105  -0.05
C -6.266 1.974 2.587  -0.10
H -6.685 1.248 0.612  0.17
H -4.296 1.673 -0.048  0.08
H -2.961 2.576 2.310  -0.01
H -4.831 3.218 4.091  0.11
H -7.216 1.905 2.907  0.05
C -1.015 4.703 -2.067  0.09
N -1.295 3.504 -1.215  -0.40
O -1.613 3.573 -0.077  0.10
O -1.098 2.439 -1.815  0.02
H -0.147 4.850 -1.749  0.01
H -1.585 5.556 -1.902  0.10
H -1.251 4.300 -3.003  0.09
C -1.173 -2.027 -5.440  0.06
N -0.343 -1.633 -4.236  -0.38
O 0.218 -0.521 -4.461  0.02
O -0.023 -2.438 -3.400  0.07
H -1.556 -1.182 -5.938  0.07
H -2.106 -2.563 -5.055  0.11
H -0.610 -2.487 -6.113  0.05
C -4.864 -1.458 3.065  0.07
N -3.896 -2.286 2.359  -0.35
O -2.712 -2.305 2.736  0.02
O -4.173 -2.890 1.303  0.05
H -5.462 -2.041 3.599  0.07
H -5.557 -0.954 2.643  0.02
H -4.376 -0.784 3.748  0.12
C 3.073 5.970 -4.548  0.04
N 1.863 5.322 -3.934  -0.46
O 0.819 5.501 -4.520  0.08
O 2.108 4.598 -3.041  0.07
H 3.439 5.489 -5.359  0.04
H 3.982 5.987 -3.677  0.15
H 2.913 7.073 -4.743  0.11
C 2.484 -6.640 3.337  0.08
N 2.336 -5.163 2.855  -0.40
O 3.215 -4.684 2.085  0.01
O 1.711 -4.474 3.557  0.08
H 3.570 -6.778 3.328  0.10
H 1.928 -7.343 2.910  0.02
H 2.304 -6.608 4.476  0.13
C -0.891 -2.508 5.531  0.04
N -0.132 -1.372 6.196  -0.38
O 0.767 -0.757 5.611  0.05
O -0.549 -1.148 7.360  0.04
H -0.698 -3.565 5.864  0.12
H -0.808 -2.555 4.542  0.00
H -1.973 -2.383 5.772  0.11

Properties
Net charge: +1
E_HOMO (eV): -9.53

***

two | The following is a quantum chemistry calculation of a 11-piece molecular cluster, C31H56N11O13 overall, from OMol25.

Each line ends with the Löwdin charge.
Element x y z (Å)
C 5.105 -35.034 -55.432  0.02
C 4.798 -33.838 -54.580  -0.44
C 6.163 -33.448 -54.048  -0.11
C 6.189 -31.980 -53.445  -0.12
C 5.757 -31.015 -54.582  -0.17
C 4.505 -31.313 -55.123  -0.45
N 4.174 -32.772 -55.408  0.11
O 3.012 -33.070 -55.947  0.12
C 4.450 -30.700 -56.569  0.02
C 3.270 -30.785 -54.354  0.05
C 3.972 -34.215 -53.332  0.05
H 4.210 -35.296 -56.031  0.09
H 5.405 -35.749 -54.912  0.02
H 5.673 -34.678 -56.274  0.09
H 7.025 -33.696 -54.824  0.14
H 6.498 -34.058 -53.153  0.13
H 7.201 -31.661 -53.062  0.11
H 5.551 -32.033 -52.589  0.07
H 6.611 -30.992 -55.264  0.11
H 5.961 -29.940 -54.458  0.14
H 5.106 -31.292 -57.260  0.09
H 4.725 -29.543 -56.372  0.15
H 3.547 -30.633 -56.984  0.02
H 3.163 -31.134 -53.336  0.10
H 2.561 -31.315 -54.849  0.02
H 3.289 -29.661 -54.500  0.12
H 4.082 -33.486 -52.596  0.06
H 4.505 -34.975 -52.848  0.07
H 2.993 -34.262 -53.654  0.07
N 9.578 -33.848 -56.096  -0.04
C 9.098 -33.037 -57.075  -0.18
C 8.868 -31.733 -56.574  -0.07
C 9.279 -31.861 -55.098  -0.04
C 9.756 -33.231 -54.895  -0.09
H 9.831 -34.850 -56.284  0.18
H 8.879 -33.401 -58.139  0.13
H 8.461 -30.717 -57.059  0.13
H 9.294 -31.287 -54.394  -0.03
H 10.107 -33.515 -53.975  0.08
N 4.502 -31.655 -59.883  -0.02
C 5.589 -32.415 -59.688  -0.10
C 5.164 -33.699 -58.939  -0.01
C 3.636 -33.612 -58.848  -0.01
C 3.398 -32.308 -59.549  -0.13
H 4.566 -30.805 -60.405  0.16
H 6.719 -32.172 -59.912  0.14
H 5.601 -34.415 -58.569  -0.04
H 2.966 -34.351 -58.594  0.04
H 2.450 -31.929 -59.789  0.09
N 6.115 -32.891 -47.072  0.00
C 4.995 -32.205 -47.499  -0.16
C 4.787 -32.411 -48.834  -0.13
C 5.710 -33.473 -49.276  -0.09
C 6.611 -33.671 -48.150  -0.12
H 6.464 -32.892 -46.109  0.15
H 4.659 -31.271 -46.953  0.13
H 4.031 -31.999 -49.394  0.06
H 5.626 -34.099 -50.373  0.13
H 7.337 -34.395 -48.065  0.05
N 5.876 -36.811 -49.251  -0.08
C 7.112 -37.424 -49.140  -0.12
C 7.529 -37.590 -50.559  -0.10
C 6.459 -37.116 -51.565  -0.03
C 5.331 -36.635 -50.568  -0.12
H 5.463 -36.359 -48.344  0.18
H 7.493 -37.772 -48.246  0.07
H 8.538 -38.086 -50.740  0.09
H 6.587 -36.853 -52.551  0.02
H 4.142 -36.362 -50.637  0.14
C 0.318 -27.380 -52.323  0.06
N 1.608 -26.776 -52.608  -0.37
O 1.832 -25.591 -52.208  0.06
O 2.318 -27.286 -53.457  0.04
H -0.416 -26.530 -52.419  0.15
H 0.256 -27.998 -51.487  0.10
H 0.017 -27.969 -53.003  0.02
C 10.201 -34.984 -49.580  0.05
N 9.542 -33.896 -50.368  -0.41
O 10.051 -32.779 -50.344  0.06
O 8.741 -34.241 -51.195  0.05
H 10.228 -34.819 -48.575  0.06
H 11.152 -35.355 -49.732  0.08
H 9.548 -35.891 -49.670  0.09
C 0.223 -36.471 -54.934  0.08
N 1.511 -36.438 -55.727  -0.45
O 1.594 -35.708 -56.697  0.04
O 2.232 -37.318 -55.412  0.10
H -0.395 -37.268 -55.261  0.10
H -0.154 -35.555 -55.431  0.10
H 0.358 -36.214 -53.971  0.05
C 5.150 -27.013 -53.316  0.02
N 5.195 -26.386 -54.687  -0.50
O 5.394 -27.145 -55.619  0.03
O 5.361 -25.267 -54.644  0.14
H 6.140 -26.836 -52.956  0.09
H 4.790 -28.161 -53.126  0.13
H 4.502 -26.203 -52.986  0.07
C 7.854 -30.189 -49.787  0.07
N 7.248 -29.793 -51.105  -0.39
O 6.001 -29.817 -51.141  0.02
O 8.029 -29.645 -52.062  0.04
H 8.890 -29.938 -49.937  0.09
H 7.718 -31.175 -49.595  0.03
H 7.205 -29.514 -49.113  0.14
C -0.046 -31.445 -56.634  0.11
N -1.081 -31.531 -57.883  -0.47
O -0.771 -32.301 -58.640  0.13
O -1.957 -30.701 -57.885  0.08
H 0.407 -32.329 -56.409  0.04
H -0.500 -30.992 -55.912  0.01
H 0.645 -30.751 -57.104  0.10

Properties
Net charge: +1
E_HOMO (eV): -10.26

***

We find two to be the most stable, with the next structure 1.080 eV higher.